[1]
Here is a cluster of 2 separate species, C3H11N2 in total in a non-equilibrium geometry from the Open Molecules 2025 dataset. Energies are from ωB97M-V/def2-TZVPD.

Geometry as XYZ:
```
16
Properties=species:S:1:pos:R:3:lowdin_charge:R:1
N -2.0988 0.0118 2.0174 0.110
N -1.3316 -0.4675 -0.1306 0.259
C -1.5485 -0.8233 1.0938 -0.126
C 1.5429 0.8926 -1.5716 -0.162
C 1.9265 -0.1081 -0.4822 -0.168
H 1.5290 0.3309 0.4415 0.050
H 1.4335 -1.0674 -0.6536 0.056
H -1.4051 -0.9882 -0.9949 0.166
H 0.4427 1.0363 -1.5414 0.033
H 1.6926 0.5876 -2.6051 0.071
H 1.9221 1.9070 -1.4320 0.077
H -1.4794 0.2765 2.7746 0.124
H -1.4647 -1.8915 1.3100 0.161
H -1.0746 0.5189 -0.2393 0.141
H 2.9900 -0.1645 -0.2519 0.074
H -3.0766 -0.0510 2.2653 0.134
```

Calculated values
- E_HOMO: -15.26 eV
- Total charge: +1
- Multiplicity: 1
- Frontier orbital gap: 0.34445 Ha

---

[2]
Here is a structure of composition C28H28Br2F6N8O5S2Ti from the Open Molecules 2025 dataset. Energies are from ωB97M-V/def2-TZVPD.

Geometry as XYZ:
```
80
Properties=species:S:1:pos:R:3:lowdin_charge:R:1
Br -2.6364 -3.3211 -6.0061 0.772
Br -0.5701 7.3712 3.6874 0.770
Ti 1.1430 0.3809 0.2052 1.118
S 1.3083 2.9484 -1.8987 0.969
S 1.4636 -0.6761 -2.9118 0.539
F -0.9247 -1.8236 -2.5624 0.115
F -0.9956 0.3288 -2.7486 0.112
F 0.4801 5.1335 -0.5100 0.115
F -0.6246 -0.8936 -4.4965 0.106
F -0.3238 4.9190 -2.5069 0.104
F -1.1047 3.7095 -0.8885 0.117
O -0.5618 0.5545 0.9798 -0.205
O 1.8542 -2.0589 -3.0955 -0.341
O 1.2223 -0.6638 -1.2155 -0.490
O 2.5614 3.5337 -1.3886 -0.449
O 0.8377 1.8959 -0.8442 -0.571
N 1.6837 0.3126 2.4851 -0.110
N -5.4752 -3.1805 -0.6337 0.078
N 0.8277 3.3418 1.8214 0.064
N 2.7660 -1.3061 0.6440 -0.100
N 3.1656 1.2863 0.3821 -0.111
N 2.0901 0.5371 -3.3564 -0.284
N -5.1731 -2.5277 0.3682 0.084
N -0.2824 -2.0745 0.6546 0.099
C 3.9672 -0.9856 -0.1615 -0.139
C -4.7119 -3.1377 -1.8514 -0.277
C -0.8689 4.6620 2.8796 -0.092
C -2.6841 -2.3757 0.4138 -0.087
C -3.8624 -4.4229 -3.6974 -0.115
C -3.4769 -3.2438 -4.3166 -0.685
C -0.0048 5.7408 2.9269 -0.688
C 0.0071 4.2509 -1.3922 -0.702
C -0.3717 -0.7748 -3.1914 -0.674
C -3.9618 -1.7549 0.4400 -0.239
C -1.1924 -4.2437 0.2130 -0.022
C -1.5437 -1.5745 0.6250 -0.144
C 3.8001 1.3694 1.7130 -0.147
C 3.9855 0.4994 -0.5686 -0.156
C -4.5069 -4.3622 -2.4745 -0.037
C -2.9236 0.3925 0.8448 0.017
C -0.4001 3.4852 2.3152 -0.122
C -4.3231 -1.9601 -2.4812 -0.010
C 1.6316 4.4032 1.8621 -0.148
C -4.0653 -0.4167 0.6950 -0.020
C 1.8761 -1.0848 2.8973 -0.173
C -0.1240 -3.3546 0.4390 -0.110
C -3.7151 -2.0138 -3.7255 -0.120
C 2.9820 -1.6897 2.0433 -0.163
C -1.6732 -0.1670 0.8117 -0.287
C 1.2717 5.6240 2.4078 -0.100
C 2.8018 1.1971 2.8585 -0.162
C -2.4672 -3.7581 0.2169 0.012
H 3.0053 -2.7750 2.1707 0.128
H -1.0433 2.6157 2.2405 0.098
H 0.9394 -1.6112 2.7246 0.106
H 4.3143 2.3271 1.8210 0.130
H 0.8934 -3.7383 0.4427 0.115
H -3.0222 1.4614 0.9808 0.117
H 3.9532 -1.3167 2.3688 0.109
H -3.4141 -1.1036 -4.2255 0.107
H 3.5579 0.6334 -1.5645 0.078
H 1.9603 6.4563 2.4093 0.109
H 2.1309 -1.1588 3.9597 0.125
H -1.8760 4.7306 3.2641 0.105
H -0.9911 -5.2930 0.0496 0.110
H -5.0511 0.0274 0.7573 0.121
H 3.0538 2.2211 -0.0197 0.070
H -3.3086 -4.4229 0.0716 0.109
H -4.8653 -5.2638 -1.9939 0.116
H 4.5726 0.6037 1.7650 0.104
H 5.0116 0.8780 -0.5892 0.134
H 2.2252 -2.0099 0.1578 0.087
H 4.8585 -1.2510 0.4103 0.116
H 2.6097 4.2885 1.4056 0.112
H -3.6835 -5.3734 -4.1797 0.102
H 3.9695 -1.5920 -1.0666 0.126
H 0.8254 0.6706 2.8885 0.115
H -4.5081 -1.0011 -2.0195 0.118
H 2.3817 2.1592 3.1252 0.093
H 3.3232 0.8067 3.7388 0.127
```

Calculated values
- E_HOMO: -8.16 eV
- Total charge: 0
- Multiplicity: 1
- Frontier orbital gap: 0.28463 Ha

---

[3]
Here is a structure of composition C30H27BrN5O6Ru in a non-equilibrium geometry from the Open Molecules 2025 dataset. Energies are from ωB97M-V/def2-TZVPD.

Geometry as XYZ:
```
70
Properties=species:S:1:pos:R:3:mulliken_spin:R:1
Ru -0.7217 0.0219 -0.6256 0.048
Br -6.3988 0.0738 2.5228 0.000
O 0.1871 -0.6820 6.2045 0.000
O 0.9833 -1.6876 -1.2488 0.113
O -2.8319 -0.6158 -1.1575 0.091
O -0.9287 1.8409 1.3781 0.015
O 5.2629 -1.7937 1.8209 0.000
O -1.8830 2.0856 -0.6134 0.026
N -0.5404 -0.2494 -2.7945 0.309
N 1.2711 0.6308 0.1549 -0.006
N -0.7073 -0.9214 1.3305 -0.009
N -4.6725 3.8093 2.5918 0.000
N 0.6560 -0.5851 -3.2211 0.215
C -1.4418 0.1870 -3.6739 -0.091
C 4.6267 -1.1072 -4.2981 -0.005
C 0.3357 -0.4742 2.0566 -0.019
C -3.3843 -0.0025 -2.0972 0.018
C -0.9169 -0.6750 4.0909 0.007
C 3.2924 -0.9710 -3.9651 0.022
C -3.5458 3.6353 1.9223 -0.001
C 2.8166 -1.4700 -2.7552 0.004
C -4.0528 1.3412 1.5189 -0.011
C 3.6094 0.7032 -0.2847 -0.008
C 5.0294 -2.2416 -2.2202 -0.005
C -1.0621 -0.5001 5.5786 -0.002
C 2.3031 1.0278 -0.5859 0.016
C 0.2691 -0.3710 3.4419 -0.008
C -0.9907 0.4077 -5.0893 0.017
C -5.5022 2.7956 2.7471 0.001
C -1.8843 2.1134 0.6431 -0.001
C 5.4986 -1.7403 -3.4254 0.011
C -2.7709 0.3756 -3.3223 0.249
C 1.5077 -0.0622 1.2867 0.014
C -5.2199 1.5384 2.2338 -0.001
C 3.8653 -0.0564 0.8605 0.002
C -4.8620 0.2998 -1.9805 0.000
C 5.2497 -0.5210 1.2236 -0.002
C -1.9940 -1.1230 3.3188 -0.006
C -1.8364 -1.2509 1.9556 0.008
C -3.1934 2.4194 1.3486 0.001
C 3.6963 -2.1088 -1.8837 0.007
C 1.4135 -1.2686 -2.3458 -0.021
C 2.7973 -0.4039 1.6693 -0.001
H 5.7160 -2.7279 -1.5420 0.000
H -6.4083 2.9880 3.3064 0.000
H 1.1202 -0.0202 4.0024 0.000
H -2.9035 4.5012 1.8467 0.000
H 3.3106 -2.4879 -0.9492 0.000
H -1.8075 -1.2148 5.9647 0.000
H -1.8017 0.7646 -5.7149 -0.001
H -0.1747 1.1272 -5.0986 -0.007
H 2.9626 -0.9752 2.5694 0.001
H -5.2266 -0.0190 -1.0073 0.001
H -3.4141 0.8016 -4.0781 0.012
H 6.5446 -1.8367 -3.6799 0.001
H 2.6028 -0.4713 -4.6248 0.003
H -0.6077 -0.5284 -5.4945 -0.003
H 2.0608 1.6302 -1.4547 0.000
H 4.4211 1.0238 -0.9190 0.000
H 0.0962 -0.5043 7.1461 0.000
H -5.4086 -0.2293 -2.7596 0.001
H -2.6220 -1.6538 1.3233 -0.001
H 4.8686 -2.4334 1.2146 0.000
H 5.6601 0.1545 1.9809 0.000
H -1.4448 0.5182 5.7669 0.001
H -5.0335 1.3673 -2.1057 -0.002
H 5.9026 -0.4916 0.3395 0.000
H -2.9352 -1.3794 3.7827 0.000
H -3.7950 0.3763 1.1058 -0.004
H 4.9877 -0.7041 -5.2330 0.000
```

Calculated values
- E_HOMO (alpha / beta): -7.35 / -7.59 eV
- Total charge: 0
- <S²>: 1.216
- Multiplicity: 2
- Frontier orbital gap (alpha / beta): 0.25738 / 0.22684 Ha

---

no.,calculated total energy (eV),molar mass (g mol⁻¹)
1,-6261.4257,75.13
2,-252824.9757,942.38
3,-123906.7331,734.55